No. 1
16
Properties=species:S:1:pos:R:3:forces:R:3:mulliken_charge:R:1 method="wB97M-V/def2-TZVPD" relative_energy_ev=1.325 energy_ha=-271.7039 largest_force_ev_per_a=0.68 smiles="CC[C@@H](C)C=O"
C -0.542 1.078 -0.580 0.20 0.52 -0.08 -0.352
C 0.873 -0.687 0.463 -0.20 0.06 0.19 -0.515
H -2.378 0.851 0.414 0.44 -0.51 0.01 0.338
O -0.094 1.953 0.127 0.00 0.01 -0.63 -0.516
H 1.934 1.032 -0.401 0.07 -0.20 0.03 0.347
H 1.060 -1.770 0.510 -0.38 0.22 0.04 0.362
C -0.519 -0.358 -0.188 -0.11 0.28 -0.03 0.376
H 2.211 -0.451 -1.325 -0.24 -0.05 0.23 0.284
C 2.063 -0.048 -0.313 -0.12 -0.01 0.02 -1.175
H -0.668 -1.048 -1.029 0.03 0.44 0.02 0.288
H -2.728 -0.783 -0.011 0.29 -0.26 0.28 0.318
H 3.009 -0.202 0.225 -0.31 -0.13 -0.02 0.360
H -1.996 -0.365 1.583 0.20 -0.30 -0.05 0.325
H -1.169 1.285 -1.467 0.12 0.36 -0.15 0.452
H 0.922 -0.307 1.484 -0.13 -0.02 0.01 0.274
C -1.978 -0.180 0.509 0.14 -0.42 0.15 -1.166

---

No. 2
70
Properties=species:S:1:pos:R:3:forces:R:3:mulliken_charge:R:1 method="wB97M-V/def2-TZVPD" relative_energy_ev=0.000 multiplicity=6 energy_ha=-3040.1097 total_charge=-1 largest_force_ev_per_a=3.14
C -0.569 -3.984 -2.574 0.09 -0.23 0.49 -0.226
H 0.664 -5.620 -2.276 0.50 -0.12 -0.08 0.371
H 1.941 -1.132 0.366 -0.05 0.05 0.08 0.155
H -1.898 -2.267 -1.092 -0.59 -1.10 -0.26 -0.421
C -2.305 0.971 1.460 -0.62 0.04 0.21 -1.703
C 2.282 2.152 -3.607 0.60 -0.78 0.88 0.683
C -1.526 -0.079 2.286 -0.03 0.16 -0.76 1.639
O 1.696 0.241 -2.180 -0.12 1.36 -0.44 -0.909
H 2.048 -2.764 0.962 -0.11 -0.23 -0.21 0.565
H -3.388 0.816 1.545 0.04 -0.24 0.18 0.356
O -1.204 -0.618 -1.793 -0.92 0.29 -0.84 -0.948
C 2.506 1.330 -2.296 -1.24 -2.61 1.23 0.004
H 3.537 0.958 -2.251 0.52 0.62 -0.51 0.364
H 1.983 -0.770 2.986 0.14 -0.15 -0.30 0.250
N -0.314 -0.436 1.534 -0.46 0.66 -1.11 1.317
H 3.976 3.579 1.388 0.08 -0.05 -0.07 0.469
H -2.166 1.988 1.824 0.44 0.00 -0.16 0.306
C -1.257 0.493 3.664 -1.02 -0.97 1.34 -1.844
H 1.244 -4.709 -3.689 -0.09 0.23 -0.06 0.322
C 1.338 -2.004 0.632 -0.04 0.39 0.03 -2.191
C -1.746 -2.628 2.829 0.70 0.99 0.06 -0.890
H -0.204 5.659 -1.226 -0.01 0.17 -0.35 0.412
O 2.284 2.101 -1.094 0.92 0.51 -0.42 -0.235
H -0.905 -4.346 -1.588 -0.40 0.24 -0.01 0.170
F -3.236 -3.276 -3.174 -0.07 0.85 -0.44 -0.279
H 0.714 -1.435 3.966 -0.24 0.31 -0.26 0.362
C -0.576 -2.934 1.888 -0.61 1.16 0.11 -0.652
H -2.787 -1.530 1.324 0.32 0.14 -0.21 0.321
C 3.118 3.113 0.903 -0.36 -0.70 0.00 -0.740
H 1.464 -4.034 -2.041 0.24 -0.18 -0.06 0.235
H 1.743 -2.554 3.300 0.48 0.07 -0.60 0.494
C 3.458 2.593 -0.492 0.22 2.13 0.32 -0.589
C 1.278 -1.597 3.039 -0.64 -0.37 1.43 -1.838
C -1.622 -1.865 -2.083 1.50 1.52 2.05 0.068
H -3.341 -1.226 2.888 0.23 0.67 0.31 0.517
H 3.824 3.474 -1.043 -0.10 -0.02 -0.28 0.244
C -0.735 4.138 0.886 0.78 2.45 -0.45 -1.287
C 0.380 -1.696 1.796 1.28 -0.50 0.38 1.509
C -0.591 4.737 -1.654 -0.49 0.09 0.61 -1.303
H -0.353 5.171 0.853 -0.40 0.14 0.23 0.546
F 1.136 2.847 -3.607 0.09 -0.17 -0.33 -0.246
C -0.678 3.714 -0.545 0.88 -1.58 -0.35 0.943
F -3.961 -1.401 -2.342 0.59 -0.25 -0.49 -0.267
H 4.355 1.966 -0.467 -0.52 -0.88 -0.02 0.412
H -1.609 4.899 -2.019 0.00 0.18 0.00 0.354
O 0.542 0.744 1.376 -0.41 -1.37 0.00 -0.893
H -1.373 -2.402 3.834 0.05 -0.39 0.10 0.359
H 2.746 2.285 1.512 0.03 0.02 0.11 0.037
F 3.296 3.041 -3.798 -0.15 0.23 0.05 -0.314
F 2.322 1.327 -4.670 -0.34 0.42 0.19 -0.274
H -1.312 -4.323 -3.303 0.40 -0.20 -0.11 0.449
H 0.789 -2.321 -0.257 0.08 -0.09 -0.07 0.272
O -0.474 -2.580 -2.555 -0.57 -0.33 -0.82 -0.204
H 0.016 3.689 1.530 -0.69 -1.06 0.04 0.134
H -0.650 1.390 3.723 0.26 -0.17 -0.28 0.192
H -1.004 -3.082 0.893 0.07 -0.07 -0.10 -0.193
C 0.818 -4.622 -2.691 -0.76 0.11 0.09 -1.184
C -2.403 -1.332 2.331 -0.89 -1.12 -0.16 -1.322
H -1.769 4.226 1.215 0.10 -0.47 0.42 0.363
Mn 0.168 0.440 -0.678 0.35 -0.43 -0.44 2.359
H -2.495 -3.415 2.918 0.10 -0.15 -0.15 0.459
H 0.002 4.380 -2.488 0.11 -0.13 0.13 0.150
H -2.219 0.682 4.163 -0.13 0.50 -0.40 0.478
H -0.917 -0.307 4.331 0.70 0.29 -0.11 0.382
H -2.100 0.898 0.395 0.14 0.02 0.02 0.232
H -0.020 -3.836 2.141 0.17 0.10 0.13 0.488
H 2.307 3.842 0.856 0.06 0.09 -0.13 0.059
O -0.612 2.530 -0.808 -0.36 0.27 -0.49 -0.202
C -2.893 -1.958 -2.986 0.43 0.37 0.61 0.619
F -2.764 -1.332 -4.174 -0.27 -0.73 0.49 -0.265

---

No. 3
18
Properties=species:S:1:pos:R:3:forces:R:3:mulliken_charge:R:1 method="wB97M-V/def2-TZVPD" relative_energy_ev=3.035 energy_ha=-327.0198 largest_force_ev_per_a=4.56 smiles="C=C/C=C(/C)N.O"
H 1.837 1.968 1.043 -1.26 0.55 -1.79 0.334
H 1.830 1.612 2.450 -1.35 -1.48 0.88 0.332
C 0.439 -1.374 -0.905 -0.49 -0.13 -1.70 -0.204
N -0.193 -0.627 1.940 -0.28 0.09 0.09 -0.394
C 0.534 0.160 1.117 2.02 -0.18 -1.43 0.785
H 1.263 -1.903 -1.447 -0.73 0.24 0.68 0.216
O -1.420 1.622 -2.187 0.35 -3.05 -3.37 -0.620
H -1.393 0.806 -1.694 0.17 -0.25 0.29 0.323
C 0.859 -0.226 -0.157 1.58 2.31 1.26 -0.338
H -0.460 -0.344 2.840 -0.24 0.44 0.97 0.185
H 1.715 0.415 -0.549 -1.36 -1.04 0.03 0.131
C -0.806 -1.709 -1.317 0.94 -1.60 0.41 -0.923
C 1.062 1.503 1.641 1.62 -1.53 0.73 -1.296
H 0.154 1.964 1.920 -0.50 1.79 0.14 0.327
H -1.515 2.298 -1.612 -0.44 3.31 3.05 0.280
H -0.862 -2.633 -1.874 0.06 -0.03 -0.44 0.259
H -1.806 -1.418 -1.051 0.05 0.96 0.55 0.395
H -0.579 -1.482 1.613 -0.15 -0.42 -0.34 0.206

---

No. 4
27
Properties=species:S:1:pos:R:3:forces:R:3:mulliken_charge:R:1 method="wB97M-V/def2-TZVPD" relative_energy_ev=5.177 multiplicity=3 energy_ha=-679.7378 largest_force_ev_per_a=7.53
C 2.234 0.629 -0.653 1.33 0.77 -0.18 -0.927
H -0.930 -3.183 0.982 0.91 0.94 0.49 0.338
C 0.239 -1.645 -0.009 -0.15 0.94 -0.89 0.591
C -2.108 0.285 -1.295 -0.78 2.62 -2.57 -1.305
H -2.234 -0.075 -0.352 -0.98 -0.74 2.85 0.284
C -0.084 1.700 2.664 0.63 0.00 -7.51 0.146
C -0.585 -2.111 1.189 -1.64 -1.86 -1.56 -1.339
H 2.082 -2.028 1.058 -0.82 -1.07 -1.72 0.265
H 2.208 -2.057 -0.678 1.55 0.52 -1.80 0.457
C -0.788 0.977 -1.408 0.86 1.18 -0.21 0.752
H -2.210 -0.552 -1.959 -0.22 -0.21 -0.55 0.328
H -2.804 1.166 -1.558 0.07 -2.00 0.47 0.354
H -1.558 -1.667 1.273 -0.44 0.90 0.13 0.356
Si 0.461 0.338 -0.231 1.13 -2.10 1.58 -0.312
H 4.384 1.279 -0.857 1.63 0.42 -0.14 0.493
H -0.302 -1.814 -1.010 0.53 -0.36 1.38 0.176
C -0.907 2.522 -1.265 3.44 -0.54 -0.45 -1.563
H -0.231 2.071 4.782 -0.16 0.35 2.31 0.365
H 0.224 2.923 -1.208 -2.73 -0.30 -0.43 0.289
H -1.513 2.924 -2.046 0.15 0.44 -1.21 0.484
H -0.317 0.745 -2.356 -0.04 0.26 -0.63 0.305
C -0.219 1.646 3.855 -0.55 -0.23 5.33 -0.526
C 3.414 0.970 -0.732 -3.47 -0.97 0.16 0.366
H 1.504 -3.455 0.028 -0.26 -0.97 0.17 0.426
H -1.424 2.877 -0.419 -0.33 -0.12 1.66 0.394
C 1.573 -2.395 0.059 -0.21 2.02 2.96 -1.539
H -0.106 -2.068 2.146 0.54 0.12 0.36 0.342

---

No. 5
12
Properties=species:S:1:pos:R:3:forces:R:3:mulliken_charge:R:1 method="wB97M-V/def2-TZVPD" relative_energy_ev=0.000 multiplicity=7 energy_ha=-1493.9607 largest_force_ev_per_a=1.49
H 0.790 -0.944 1.813 -0.11 0.23 -0.13 0.278
Mn -1.861 1.671 0.758 -0.84 1.21 0.22 0.303
C 0.539 -0.116 1.124 0.34 -0.06 0.21 -0.238
O -1.722 1.166 -1.355 0.41 -0.74 0.05 -0.644
H -1.302 -0.841 -1.264 0.11 0.27 0.21 0.389
C -0.958 0.206 -1.195 -0.35 0.31 -0.74 0.526
H 0.748 -1.542 -0.514 0.09 0.21 0.05 0.301
H 1.106 0.773 1.459 -0.18 -0.18 -0.05 0.247
C 1.028 -0.504 -0.278 0.01 -0.33 -0.02 -0.464
H 2.104 -0.363 -0.421 -0.29 -0.04 -0.02 0.293
O -0.827 0.114 1.060 0.72 -0.97 0.19 -0.708
O 0.355 0.380 -1.186 0.09 0.11 0.03 -0.282

---

No. 6
56
Properties=species:S:1:pos:R:3:forces:R:3:mulliken_charge:R:1 method="wB97M-V/def2-TZVPD" relative_energy_ev=0.765 energy_ha=-5537.1578 total_charge=+1 largest_force_ev_per_a=0.42
H 1.686 2.373 0.855 0.00 -0.02 0.00 0.565
S 2.584 0.386 -2.989 -0.12 -0.11 0.04 -0.053
C 0.810 -2.114 0.898 0.08 0.13 0.14 0.075
C 0.367 -4.828 1.319 0.02 0.10 0.03 -0.601
C 0.607 -2.242 -1.393 -0.01 0.22 -0.35 1.279
C -3.444 0.907 -1.589 0.42 -0.02 -0.01 0.254
C 0.564 -3.955 2.391 -0.02 -0.08 0.00 -0.736
C -0.019 3.049 1.959 -0.01 -0.01 0.00 -0.770
N -1.277 1.792 -1.628 0.10 -0.08 0.07 -0.584
H -6.222 -0.722 -2.529 0.00 0.00 0.01 0.390
P 1.220 -0.431 0.278 0.19 -0.22 0.21 2.699
C -5.361 2.123 -0.900 0.02 0.00 0.00 -0.759
C 4.643 0.194 2.438 0.00 -0.03 -0.06 -0.777
H -1.826 3.450 3.044 0.01 0.00 -0.01 0.424
H -2.625 1.114 2.930 0.01 0.00 -0.01 0.473
S 1.147 0.508 -4.480 0.07 -0.13 0.14 -0.072
C 5.289 -0.810 0.352 -0.02 0.00 0.00 -0.965
C -4.214 -0.089 -2.155 -0.12 -0.02 0.00 -0.444
S 2.413 3.629 -5.209 -0.05 0.01 0.09 -0.168
Mo 0.650 -0.414 -2.071 -0.08 -0.11 -0.34 -0.741
As 0.476 2.737 -4.608 0.03 -0.01 -0.06 0.398
H 4.903 0.586 3.413 0.00 0.00 -0.01 0.431
C -0.912 0.421 1.842 -0.04 0.00 0.00 -0.564
H 2.558 0.582 2.695 0.00 -0.01 -0.02 0.379
C 3.318 0.191 2.030 -0.01 0.02 0.06 -0.309
H -5.808 2.976 -0.408 -0.01 -0.01 0.00 0.390
H 3.711 -1.211 -1.035 -0.03 -0.01 0.01 0.292
C -1.679 1.387 2.480 0.02 0.00 -0.02 -0.756
C 2.972 -0.303 0.773 -0.16 0.11 0.06 0.580
O 0.335 -2.369 -2.609 0.04 -0.05 0.30 -0.627
C 0.385 -4.352 0.019 -0.01 -0.08 0.04 -0.703
C 3.965 -0.809 -0.061 0.02 0.00 -0.06 -0.682
C 0.312 0.765 1.273 -0.15 -0.04 0.00 0.375
H -3.338 2.759 -0.509 0.01 -0.02 -0.01 0.521
H 0.230 -5.010 -0.826 0.00 0.02 0.00 0.555
H 0.541 -4.347 3.399 0.00 0.00 -0.01 0.440
C -5.594 0.041 -2.089 0.00 -0.02 -0.01 -0.530
H 0.326 4.074 1.999 0.01 -0.01 0.00 0.445
C 0.793 -2.598 2.194 0.05 0.04 0.00 0.011
H -3.745 -0.937 -2.630 0.00 0.00 0.00 0.422
C 0.604 -2.992 -0.164 -0.02 0.08 -0.32 -0.290
C -3.981 2.012 -0.952 -0.10 0.06 0.02 -0.108
H 0.196 -5.879 1.506 0.00 0.01 0.01 0.432
N -2.001 0.770 -1.673 -0.34 -0.08 0.09 1.141
S 1.807 3.696 -3.178 0.04 0.03 -0.01 -0.078
H -1.276 -0.598 1.788 0.01 0.00 0.00 0.449
C 5.630 -0.305 1.599 -0.03 0.00 0.00 -0.507
H 0.955 -1.940 3.038 0.00 -0.01 0.00 0.486
H -7.241 1.236 -1.418 0.01 -0.01 -0.01 0.400
H 6.664 -0.301 1.917 -0.01 0.00 0.00 0.406
O -0.006 1.506 -1.659 0.11 0.19 -0.04 -0.099
C -1.230 2.699 2.542 0.00 -0.01 -0.01 -0.582
O -1.500 -0.432 -1.755 0.02 0.10 0.04 -0.682
C 0.749 2.089 1.320 0.02 0.06 0.01 -0.488
H 6.054 -1.205 -0.303 0.00 0.01 0.00 0.430
C -6.164 1.142 -1.467 0.00 0.00 0.00 -0.468